Entry 1:
Formula: C7H10FN2O2
Source: the Open Molecules 2025 dataset
Level of theory: the ωB97M-V functional and the def2-TZVPD basis

Structure (XYZ):
```
22
Properties=species:S:1:pos:R:3:forces:R:3:mulliken_charge:R:1
F -1.5596 -0.9129 1.3303 -1.43 -0.46 -1.13 -0.3215
O 3.8789 -1.6340 0.0577 -0.22 3.08 0.30 -0.4226
O 1.2244 2.1232 0.0793 0.53 -0.75 0.55 -0.3243
N -0.6557 0.8236 -0.2972 -1.30 0.00 -0.77 -0.0724
N 0.6179 -1.8651 -0.0487 -3.87 -3.65 -4.27 -0.3135
C -3.4883 -1.3224 -0.1121 2.30 0.82 -0.60 -0.8567
C 2.8618 -0.7383 -0.0957 -1.60 -1.17 0.18 -0.1174
C -1.4793 0.0197 -0.8065 -1.97 -1.33 1.84 -0.4003
C 0.5208 1.1144 -0.2841 4.79 -1.05 0.75 0.3343
C 0.5508 3.2273 0.7056 -2.48 -0.34 -1.50 -0.6137
C 1.5455 -1.0404 -0.0984 4.03 3.59 -0.28 0.2037
C -2.2481 -0.8380 0.1026 -0.57 0.61 0.53 0.6788
H -1.7617 -0.0136 -1.8144 -0.15 0.34 -1.52 0.4057
H -3.9391 -1.1148 -1.1003 0.16 -0.35 0.87 0.2524
H -0.0724 -1.8258 0.6437 -0.76 -0.05 1.91 0.3412
H 0.1186 -2.3541 -0.9465 2.06 1.47 2.30 0.3426
H 3.1018 0.2930 -0.1596 0.65 0.57 -0.11 0.4152
H 0.4948 3.2229 1.7906 -0.06 -0.77 -0.02 0.2737
H 1.0963 4.0759 0.4212 0.53 1.27 -0.51 0.2551
H 3.5502 -2.4669 -0.1641 -0.61 -2.52 -0.40 0.3080
H -0.4402 3.1441 0.1483 0.78 1.15 1.45 0.2939
H -3.9175 -1.9177 0.6481 -0.83 -0.45 0.46 0.3378
```
Forces are in eV/Å.

## Properties
Net charge: +1
LUMO energy (spin up / spin down), eV: -4.614 / -4.614
Frontier orbital gap (spin up / spin down), eV: 7.8 / 7.8

Entry 2:
Formula: C7H10N
Source: the Open Molecules 2025 dataset
Level of theory: the ωB97M-V functional and the def2-TZVPD basis

Structure (XYZ):
```
18
Properties=species:S:1:pos:R:3:forces:R:3:mulliken_charge:R:1
N -1.6495 -0.3692 -0.0313 3.03 -1.42 -0.41 -0.2188
C 1.4586 -0.4592 -0.8520 1.03 4.99 0.69 0.4298
C 1.5668 0.9583 -1.0040 1.39 -3.17 1.14 -0.3905
C -3.8411 0.6999 0.3210 -3.48 1.90 -0.64 -1.1824
C 0.6971 -1.5849 -1.0098 -1.72 -3.07 -0.36 -0.8944
C 2.2736 0.3099 -0.0189 -0.74 -0.11 -0.66 0.3313
C -2.6697 0.0222 0.2023 -0.45 0.17 0.22 0.4008
C 2.9619 0.3471 1.3108 -2.46 -2.26 -0.41 -0.8198
H -4.5402 0.4144 1.0479 -0.77 -1.28 1.10 0.3527
H -3.7081 1.7093 0.6053 0.77 1.30 0.12 0.3103
H 2.6191 1.3095 1.6848 0.34 -0.26 0.88 0.2987
H 1.3809 1.8885 -1.4728 -0.44 0.59 -0.42 0.3985
H -4.3891 0.7495 -0.6198 0.13 -0.24 -0.17 0.2864
H 0.5347 -1.8986 -2.0317 -0.01 0.27 -0.56 0.3870
H 4.0199 0.2597 1.2471 0.86 0.13 -0.11 0.3333
H 2.5415 -0.6494 1.8295 0.99 2.62 -0.56 0.2937
H -0.4345 -1.2420 -0.6837 2.37 -0.78 -0.02 0.3466
H 1.1783 -2.4649 -0.5247 -0.84 0.62 0.15 0.3368
```
Forces are in eV/Å.

## Properties
Net charge: +1
Relative energy (zero: lowest compared OMol25 entry of this formula, charge and spin), kJ/mol: 273.5
LUMO energy, eV: -3.650
Frontier orbital gap, eV: 11.5

Entry 3:
Formula: C7H10N
Source: the Open Molecules 2025 dataset
Level of theory: the ωB97M-V functional and the def2-TZVPD basis

Structure (XYZ):
```
18
Properties=species:S:1:pos:R:3:forces:R:3:mulliken_charge:R:1
N 0.7558 -0.2539 0.3946 -3.33 1.07 0.83 0.4511
C 1.6096 -1.2323 -0.0527 4.23 -3.88 1.78 -0.3942
C -1.5091 -0.5683 -0.8913 0.16 -1.46 1.85 -1.5968
C -0.6403 1.7018 -0.4329 0.03 -2.01 0.03 -1.3478
C -0.5899 0.1938 0.0173 -1.18 3.01 0.39 0.8923
C 2.0693 0.1707 0.1918 2.56 0.38 0.00 0.1062
C -0.3072 -0.1912 1.4451 -0.35 -1.23 0.79 -0.5215
C 3.0056 1.0556 0.4155 -1.65 -0.97 -0.26 -0.1050
H -1.4484 -1.6457 -0.8099 0.05 -0.42 0.52 0.4288
H -1.6092 2.1160 -0.1663 -0.16 -0.12 -0.25 0.3707
H 0.0917 2.2800 0.1047 0.52 0.32 -0.26 0.4256
H 1.6541 -1.7209 -1.0020 -0.80 0.43 -0.91 0.3019
H -1.1951 -0.4032 -1.8719 -0.13 0.76 -1.79 0.4648
H -2.5409 -0.2965 -0.6326 0.34 0.19 -0.51 0.3654
H -0.5205 1.6078 -1.5417 0.10 0.91 1.00 0.3658
H -0.0766 0.4345 2.3456 -0.34 -0.11 -1.37 0.2830
H 1.9528 -2.0347 0.7444 -0.82 1.87 -1.36 0.2411
H -0.7015 -1.2135 1.7425 0.77 1.23 -0.49 0.2688
```
Forces are in eV/Å.

## Properties
Net charge: +1
Relative energy (zero: lowest compared OMol25 entry of this formula, charge and spin), kJ/mol: 318.7
LUMO energy (spin up / spin down), eV: -3.689 / -7.233
Expectation value of S²: 2.050
Multiplicity: 3
Frontier orbital gap (spin up / spin down), eV: 10.1 / 7.7

Entry 4:
Formula: C7H10N2
Source: the Open Molecules 2025 dataset
Level of theory: the ωB97M-V functional and the def2-TZVPD basis

Structure (XYZ):
```
19
Properties=species:S:1:pos:R:3:forces:R:3:mulliken_charge:R:1
N -1.5154 0.4046 -0.0352 -1.36 0.62 -0.03 -0.3366
N -0.1126 0.1439 -0.0193 1.30 -0.36 -0.03 0.2708
C 2.1151 0.1272 0.0131 -0.06 -0.38 0.01 0.8922
C 1.7512 -1.1672 0.0184 -0.33 0.51 0.00 -0.6305
C 0.9522 1.0228 -0.0225 -3.22 -0.78 0.03 -0.5718
C -3.8476 0.3568 0.0217 0.12 -0.04 -0.10 -0.7494
C -2.5786 -0.4338 0.0350 3.20 0.95 -0.04 -0.3012
C 3.4897 0.7001 0.0263 0.09 -0.03 -0.01 -1.2824
C 0.2701 -1.2581 -0.0384 -0.06 -0.27 0.08 -0.5969
H -0.0804 -1.7269 -0.9639 -0.06 -0.03 0.11 0.3349
H -0.1785 -1.7956 0.8020 0.01 0.00 -0.09 0.3683
H -3.8343 1.2124 -0.6603 0.00 0.07 -0.05 0.3084
H 4.2153 0.0057 0.4484 0.01 0.00 -0.01 0.3472
H 3.4953 1.6262 0.5974 0.06 0.01 0.03 0.3256
H -4.0066 0.7406 1.0302 -0.07 0.00 0.16 0.2839
H 3.8001 0.9420 -0.9906 0.05 0.06 -0.03 0.2525
H 2.3846 -2.0335 0.0556 0.19 -0.19 -0.02 0.3947
H -4.6865 -0.2918 -0.2202 -0.01 0.09 -0.02 0.2676
H -1.6330 1.4245 -0.0979 0.15 -0.23 -0.01 0.4224
```
Forces are in eV/Å.

## Properties
Relative energy (zero: lowest compared OMol25 entry of this formula, charge and spin), kJ/mol: 524.0
LUMO energy, eV: 0.257
Frontier orbital gap, eV: 8.9

Entry 5:
Formula: C7H10N2
Source: the Open Molecules 2025 dataset
Level of theory: the ωB97M-V functional and the def2-TZVPD basis

Structure (XYZ):
```
19
Properties=species:S:1:pos:R:3:forces:R:3:mulliken_charge:R:1
N -2.7631 -0.9229 0.5364 -0.56 0.47 -1.72 -0.6782
N -1.2422 0.6161 0.0818 4.01 1.22 0.67 -0.2528
C -1.7039 -0.2852 0.9539 0.60 0.26 2.43 0.0309
C -2.9246 -0.4119 -0.7919 1.53 -0.01 2.27 -0.3501
C 1.2607 0.7317 0.6440 -2.41 2.37 -0.16 0.3100
C 1.3352 1.8685 1.2249 -4.28 -0.15 -1.20 -0.8119
C 2.0039 -0.3386 0.2049 1.53 0.07 -3.91 -0.0817
C 1.3069 -1.1853 -0.9577 1.03 0.15 1.48 -0.7184
C -1.9499 0.5293 -1.0660 0.23 -1.22 -1.23 -0.4663
H -3.7141 -0.7603 -1.3549 -1.46 -0.57 -1.22 0.5070
H 0.2442 -1.0470 -0.8513 -0.33 -0.26 0.07 0.1295
H 2.0921 -0.9384 1.0463 0.74 -1.60 1.41 0.2281
H 1.5967 -0.9527 -1.9669 0.38 0.34 -0.17 0.3162
H -1.2320 -0.3227 2.0168 -1.07 -0.20 -2.04 0.2737
H 3.0172 0.2003 -0.1274 -1.85 -1.61 0.64 0.2678
H -1.5106 0.8793 -2.0421 -1.05 0.05 1.33 0.3154
H 0.4286 2.4563 1.2958 0.15 0.21 0.04 0.3282
H 2.1099 2.0572 1.8288 3.22 0.98 1.90 0.3649
H 1.6450 -2.1736 -0.6753 -0.41 -0.50 -0.59 0.2877
```
Forces are in eV/Å.

## Properties
Relative energy (zero: lowest compared OMol25 entry of this formula, charge and spin), kJ/mol: 600.7
LUMO energy (spin up / spin down), eV: -1.662 / -1.651
Frontier orbital gap (spin up / spin down), eV: 6.2 / 6.2

Entry 6:
Formula: C7H10N2
Source: the Open Molecules 2025 dataset
Level of theory: the ωB97M-V functional and the def2-TZVPD basis

Structure (XYZ):
```
19
Properties=species:S:1:pos:R:3:forces:R:3:mulliken_charge:R:1
N -1.3366 0.4471 1.4866 -0.70 0.54 0.96 -0.5395
N -1.0202 0.7612 -2.2217 0.35 -0.18 -0.35 -0.7081
C 0.6432 1.4845 -0.4248 0.41 -0.61 0.43 -0.6177
C 1.5316 0.8067 0.3400 -0.62 0.50 -0.60 -0.5211
C -0.4138 0.5694 -0.9231 -1.92 -0.97 0.29 0.7985
C 1.8899 -1.5777 1.0296 -0.28 0.01 0.40 -0.9309
C -1.3421 -0.0417 0.1776 1.33 -0.89 -1.73 -0.3282
C -0.1009 -0.7945 -0.3452 0.60 0.00 0.29 -0.5486
C 1.1971 -0.6377 0.3841 -0.24 0.23 0.43 0.4264
H 1.5402 -2.6018 1.1745 0.06 0.27 -0.39 0.2829
H -1.8619 0.1849 -2.3548 0.61 0.38 0.29 0.2787
H 2.3108 1.2633 0.9429 0.00 -0.15 -0.20 0.3633
H -1.4637 -0.3151 2.1380 0.14 -0.06 0.20 0.2298
H -2.1245 1.0806 1.6282 0.34 -0.07 0.02 0.2224
H -0.3374 0.4549 -2.9179 -0.35 0.18 -0.01 0.2860
H -2.2184 -0.6023 -0.1912 0.08 0.74 -0.06 0.2678
H 2.7800 -1.3086 1.5827 0.12 0.02 -0.08 0.2718
H 0.5898 2.5522 -0.6216 0.16 -0.21 0.14 0.3836
H -0.2631 -1.7253 -0.8837 -0.10 0.27 -0.03 0.3831
```
Forces are in eV/Å.

## Properties
SMILES: C=C1C=C[C@]2(N)[C@H](N)[C@H]12
Relative energy (zero: lowest compared OMol25 entry of this formula, charge and spin), kJ/mol: 218.0
LUMO energy, eV: 0.950
Frontier orbital gap, eV: 9.2